Entry 1:
Formula: C3Cl2
Source: the Open Molecules 2025 dataset
Level of theory: wB97M-V/def2-TZVPD

Geometry as XYZ:
```
5
Properties=species:S:1:pos:R:3:nbo_charge:R:1
C -1.05373 0.17788 0.09394 -0.52
C -2.07398 0.96297 -0.06706 0.42
C -0.06645 -0.66162 -0.05689 0.30
Cl 2.23010 1.36069 0.00575 -0.62
Cl 0.96406 -1.83992 0.02426 0.42
```

The calculation puts the lowest unoccupied orbital energy (spin up / spin down) at -3.71 / -3.71 eV. As for the total charge: 0. The spin multiplicity is 1. Its calculated total energy is -1034.3976 Eh. As for the gap between HOMO and LUMO (spin up / spin down): 5.32 / 5.32 eV. Its relative energy (zero: lowest compared OMol25 entry of this formula, charge and spin) is 2.982 eV. The value obtained for the highest occupied orbital energy (spin up / spin down) is -9.03 / -9.03 eV. The value obtained for the maximum force is 4.1 eV Å⁻¹.


Entry 2:
Formula: C17H31N2SY
Source: the Open Molecules 2025 dataset
Level of theory: wB97M-V/def2-TZVPD

Geometry as XYZ:
```
52
Properties=species:S:1:pos:R:3:nbo_charge:R:1
C 1.74300 2.68200 -0.81940 -0.59
H 2.56050 3.33370 -0.48890 0.26
H 2.07010 2.17940 -1.73740 0.22
H 1.59270 1.91530 -0.05160 0.12
C 0.46420 3.49000 -1.06420 -0.39
H -0.34480 2.81140 -1.36450 0.16
H 0.14200 3.95740 -0.12470 0.22
C 0.64710 4.57060 -2.13500 -0.61
H -0.27650 5.13710 -2.29580 0.24
H 1.43100 5.28030 -1.84490 0.23
H 0.94070 4.12620 -3.09350 0.21
C -0.89860 -1.88360 -0.08930 -0.40
C -1.60180 -1.15680 -1.13420 -0.14
C -0.63840 -0.80360 -2.07770 -0.20
C 0.62830 -1.42630 -1.71640 -0.11
C 0.45200 -2.16590 -0.54830 -0.12
C 1.42010 -3.08980 0.10850 -0.64
C 1.86540 -1.34120 -2.54740 -0.66
C -0.85000 -0.00710 -3.32250 -0.64
C -3.06720 -0.88500 -1.17200 -0.64
C -1.56650 -2.58220 1.04960 -0.62
Y 0.00000 0.00000 0.00000 2.05
H 2.75130 -1.63380 -1.98580 0.24
H 1.79850 -1.99520 -3.42040 0.27
H 2.03800 -0.33150 -2.92150 0.23
H 2.45110 -2.83670 -0.13440 0.24
H 1.33120 -3.06580 1.19350 0.24
H 1.25400 -4.12310 -0.20890 0.27
H -2.40650 -2.00850 1.43860 0.22
H -1.95040 -3.55420 0.72970 0.27
H -0.87880 -2.75580 1.87600 0.24
H -3.30160 -0.01010 -1.77700 0.24
H -3.61310 -1.73180 -1.59680 0.28
H -3.47190 -0.70450 -0.17720 0.23
H -0.02710 0.68350 -3.51080 0.23
H -0.92430 -0.65740 -4.19780 0.27
H -1.76370 0.58310 -3.27500 0.24
S 1.99470 -0.23860 1.83510 -0.17
C 1.10440 -0.16540 3.19860 0.30
N -0.31380 -0.09310 3.16020 -0.57
C -1.05760 -0.24030 4.39230 -0.24
C -0.38300 0.60680 5.46280 -0.42
C 1.04770 0.08320 5.70450 -0.23
N 1.76550 -0.15400 4.46170 -0.55
H -0.81230 0.10580 2.28300 0.34
H -1.03400 -1.30340 4.71950 0.21
H -2.11560 0.05730 4.23370 0.24
H -0.95000 0.58890 6.41800 0.27
H -0.34360 1.65620 5.09530 0.22
H 1.02560 -0.87130 6.27300 0.22
H 1.58500 0.84030 6.31500 0.24
H 2.77500 -0.35880 4.50790 0.45
```

The calculation puts the lowest unoccupied orbital energy at -7.39 eV. As for the total charge: +2. The spin multiplicity is 1. Its calculated total energy is -1211.8278 Eh. As for the gap between HOMO and LUMO: 8.21 eV. Its relative energy (zero: lowest compared OMol25 entry of this formula, charge and spin) is 0.000 eV. The value obtained for the highest occupied orbital energy is -15.60 eV. The value obtained for the maximum force is 9.4 eV Å⁻¹.


Entry 3:
Formula: C72H144O24
Source: the Open Molecules 2025 dataset
Level of theory: wB97M-V/def2-TZVPD

Geometry as XYZ:
```
240
Properties=species:S:1:pos:R:3:mulliken_charge:R:1
C -3.59611 5.45744 -2.31034 -0.01
C -4.36906 5.73473 -1.06536 0.74
O -3.84773 5.87929 0.05299 -0.49
C -5.92750 5.93647 -1.26553 -1.17
H -4.07063 4.65977 -2.88187 -0.23
H -2.68844 4.93921 -2.00101 -0.27
H -3.40414 6.37405 -2.86809 0.53
H -6.37726 5.11195 -1.81869 0.15
H -6.15202 6.79981 -1.89188 0.42
H -6.46045 5.98883 -0.31614 0.29
C -0.45783 -2.09022 6.59184 -0.38
C -1.18670 -2.88959 5.57088 0.85
O -2.26386 -2.53388 5.11764 -0.55
C -0.51568 -4.14912 5.07100 -0.96
H -0.28773 -1.11343 6.13901 -0.41
H 0.49374 -2.57127 6.81811 0.23
H -1.05449 -1.86078 7.47471 0.48
H -0.57653 -4.87776 5.87938 0.44
H 0.57056 -4.12065 4.98506 -0.01
H -0.93088 -4.61020 4.17483 0.31
C -0.95135 3.62980 -6.00746 -0.53
C -2.30171 3.81992 -6.66143 1.01
O -3.15162 4.58444 -6.18392 -0.57
C -2.53645 3.12725 -7.96121 -1.43
H -0.72175 4.37003 -5.24101 0.23
H -0.25715 3.68643 -6.84590 0.38
H -0.93492 2.65502 -5.51997 -0.05
H -1.71289 3.32540 -8.64721 0.48
H -3.42402 3.49344 -8.47718 0.36
H -2.56503 2.04078 -7.87840 0.25
C 1.34021 3.28351 -2.61690 0.85
C 1.94632 4.01841 -3.77239 0.62
O 1.94535 3.48686 -4.86422 -0.58
C 2.42547 5.48943 -3.53514 -1.36
H 0.69120 2.53767 -3.07582 -0.30
H 0.70229 3.91537 -1.99889 -0.19
H 2.17009 2.80204 -2.09961 -0.09
H 3.32354 5.62831 -4.13704 0.36
H 2.71912 5.66220 -2.49976 0.30
H 1.71390 6.22750 -3.90529 0.37
C 4.60424 0.16671 4.90780 -0.91
C 3.15446 -0.23240 5.17481 0.70
O 2.75654 -0.33673 6.32202 -0.65
C 2.32475 -0.73965 4.01530 1.30
H 4.74766 0.14097 3.82758 -0.19
H 5.21415 -0.63826 5.31784 0.47
H 4.96294 1.14506 5.22759 0.32
H 2.35887 0.01638 3.23084 -0.04
H 1.27164 -0.74960 4.29630 -0.67
H 2.67000 -1.69453 3.61894 -0.30
C 1.37517 3.01370 4.31812 -0.65
C 0.24036 2.07686 4.74921 0.63
O -0.37333 1.44911 3.90715 0.03
C 0.06234 1.83408 6.24168 -1.32
H 2.36700 2.58150 4.45073 0.04
H 1.25734 3.94899 4.86532 0.62
H 1.25336 3.19470 3.25018 -0.06
H 0.98423 1.35952 6.57784 0.27
H -0.77507 1.15792 6.41391 -0.04
H -0.15286 2.80903 6.67901 0.50
C -1.50076 5.11514 2.23353 -0.71
C -0.19386 5.43673 1.48916 0.44
O 0.84464 5.67329 2.01099 -0.60
C -0.27466 5.32061 -0.00696 -0.01
H -2.21303 5.90471 1.99402 0.42
H -1.22307 4.95807 3.27579 0.35
H -1.90664 4.14772 1.93778 -0.03
H -0.95933 6.10096 -0.33921 0.31
H -0.70264 4.33779 -0.20440 -0.42
H 0.68796 5.43681 -0.50492 0.30
C 6.17669 3.70905 3.95698 -1.57
C 4.92837 3.56959 3.14352 0.92
O 4.60909 2.42513 2.69506 -0.36
C 4.11247 4.85248 2.78607 -1.04
H 5.92015 3.79906 5.01253 0.35
H 6.67485 4.60712 3.59172 0.45
H 6.82919 2.84978 3.80208 0.32
H 4.81725 5.36732 2.13314 0.53
H 3.86462 5.43937 3.67051 0.39
H 3.21666 4.60342 2.21722 0.03
C -3.60476 -2.37421 -5.30678 -1.15
C -2.35416 -1.46120 -5.30183 0.67
O -1.26942 -1.83301 -5.71591 -0.59
C -2.53314 -0.08877 -4.74546 0.80
H -4.09159 -2.43932 -4.33372 -0.15
H -3.20494 -3.35774 -5.55358 0.46
H -4.25431 -2.11923 -6.14414 0.54
H -3.31807 -0.03483 -3.99110 -0.35
H -2.93796 0.46233 -5.59429 -0.38
H -1.58299 0.35386 -4.44649 0.06
C 1.69579 -6.12012 2.38279 -0.35
C 2.26381 -7.09957 1.40326 0.59
O 1.59396 -7.54160 0.51224 -0.58
C 3.74578 -7.50865 1.51089 -0.83
H 2.16739 -6.32268 3.34438 0.39
H 0.60707 -6.11971 2.43552 0.40
H 1.95165 -5.09314 2.12212 -0.19
H 3.98856 -7.99166 2.45739 0.45
H 4.35884 -6.60978 1.57635 -0.16
H 3.99925 -8.18167 0.69180 0.38
C 5.24559 -1.07372 1.13469 -1.02
C 4.76857 -2.51614 1.10613 0.84
O 3.57885 -2.79755 1.02326 -0.24
C 5.78414 -3.64102 1.18100 -0.40
H 5.86258 -1.02038 2.03168 0.38
H 4.41083 -0.37688 1.21008 -0.10
H 5.87568 -0.80935 0.28546 0.47
H 5.47543 -4.66539 0.97252 -0.63
H 6.24487 -3.64186 2.16884 0.30
H 6.50136 -3.38589 0.40087 0.37
C -4.11757 -3.43961 -0.60124 0.29
C -5.60895 -3.48854 -0.88561 0.65
O -6.41111 -3.15744 -0.01813 -0.59
C -6.01341 -4.06389 -2.23425 -0.86
H -3.56869 -2.83448 -1.32280 -0.20
H -3.81336 -4.48493 -0.65488 0.69
H -4.09200 -3.04217 0.41339 -0.50
H -7.09670 -4.00127 -2.33746 0.34
H -5.64410 -5.08858 -2.27576 0.40
H -5.48457 -3.49025 -2.99541 -0.07
C 4.81083 1.77174 -1.43874 0.10
C 5.35807 3.16380 -1.14785 0.57
O 4.84558 4.17491 -1.64877 -0.58
C 6.39765 3.29279 -0.11683 -0.69
H 5.54720 1.05032 -1.79287 0.54
H 4.09151 1.98519 -2.22939 -0.22
H 4.32129 1.43584 -0.52462 -0.23
H 7.43819 3.10236 -0.37974 0.40
H 6.07860 2.58668 0.64979 -0.12
H 6.36230 4.32128 0.24242 0.29
C 0.17356 -4.20229 -1.07221 0.35
C -0.00732 -4.67720 -2.57880 0.15
O 0.72715 -5.52992 -3.13367 -0.63
C -1.12913 -4.06977 -3.31303 -0.26
H 0.91617 -4.86704 -0.63093 -0.28
H -0.76734 -4.38202 -0.55210 0.48
H 0.50975 -3.16918 -0.98419 -0.45
H -1.00966 -4.11424 -4.39555 0.41
H -1.16832 -3.02571 -3.00239 -0.28
H -2.04841 -4.59929 -3.06278 0.50
C 3.66879 -5.59502 -2.16819 -0.37
C 5.17403 -5.75645 -2.52013 0.66
O 5.56674 -5.69596 -3.68107 -0.64
C 6.17441 -6.04859 -1.45507 -0.66
H 3.54692 -5.28182 -1.13129 -0.11
H 3.10182 -6.52119 -2.26224 0.57
H 3.22680 -4.92064 -2.90164 0.09
H 5.68413 -6.18266 -0.49083 -0.12
H 6.81670 -5.17755 -1.32531 0.12
H 6.74374 -6.92438 -1.76646 0.45
C 2.15972 -0.10604 -5.46712 -1.19
C 2.26725 -0.48244 -4.00941 0.62
O 2.56977 0.30176 -3.09762 -0.19
C 1.93386 -1.93747 -3.67162 -0.15
H 1.97787 0.96842 -5.44337 0.17
H 1.42106 -0.68161 -6.02497 0.36
H 3.17097 -0.26400 -5.84199 0.34
H 0.89723 -2.13359 -3.94553 0.06
H 2.03146 -2.24854 -2.63151 -0.28
H 2.60340 -2.55397 -4.27141 0.40
C 5.70200 -4.96456 5.95182 -1.48
C 4.86453 -4.95106 4.68345 0.47
O 5.09444 -5.74132 3.76380 -0.49
C 3.95504 -3.81091 4.43156 0.33
H 6.43343 -4.15854 6.01051 0.32
H 6.30773 -5.87073 5.94537 0.39
H 5.13342 -4.99759 6.88118 0.39
H 3.17193 -3.88845 5.18577 0.28
H 3.56822 -3.80542 3.41252 -0.48
H 4.51571 -2.87712 4.47371 0.13
C -5.56652 2.67052 -4.98568 -0.07
C -6.03021 2.16288 -6.34005 0.53
O -6.94538 2.72771 -6.91676 -0.60
C -5.31149 0.96370 -6.95776 -0.42
H -5.87223 1.96076 -4.21698 -0.02
H -6.01986 3.64960 -4.83085 0.39
H -4.47811 2.72388 -5.01066 -0.21
H -4.87981 0.34498 -6.17103 -0.16
H -4.49483 1.30683 -7.59293 0.01
H -6.04380 0.43924 -7.57156 0.41
C 0.65640 -0.35909 0.41698 -0.31
C -0.50735 -0.16928 -0.51971 1.05
O -0.97299 -1.12370 -1.13484 -0.40
C -1.09129 1.21425 -0.44822 0.29
H 0.37968 -0.09088 1.43659 -0.18
H 1.45478 0.29779 0.07172 0.09
H 1.06679 -1.36775 0.46485 -0.11
H -1.83041 1.36608 -1.23482 -0.15
H -0.31152 1.96075 -0.59923 -0.18
H -1.57036 1.36983 0.51842 -0.23
C -4.80216 -1.89755 2.81533 -1.54
C -4.50072 -0.47881 2.51342 0.81
O -5.37531 0.30345 2.24032 -0.48
C -3.06362 0.00585 2.77179 0.38
H -4.91672 -1.97471 3.89654 0.36
H -4.00029 -2.58578 2.54802 0.29
H -5.68588 -2.32102 2.33804 0.36
H -2.33495 -0.58602 2.21788 0.41
H -2.85395 -0.14320 3.83100 -0.29
H -2.92955 1.03104 2.42665 -0.27
C 7.87148 -2.54218 -4.21479 -1.42
C 6.86172 -2.42539 -3.10038 0.67
O 7.16641 -2.38358 -1.95571 -0.51
C 5.38767 -2.44475 -3.44828 -0.91
H 8.83881 -2.25797 -3.80056 0.34
H 7.58674 -1.76661 -4.92579 0.39
H 7.76862 -3.47201 -4.77421 0.32
H 5.05273 -1.47408 -3.81396 0.71
H 4.81557 -2.70070 -2.55649 -0.12
H 5.09989 -3.15525 -4.22319 0.49
C -4.64488 -0.02541 -1.44916 -0.06
C -5.12632 1.42005 -1.27637 0.70
O -4.31470 2.34158 -1.20826 -0.17
C -6.62415 1.72644 -1.21608 -1.36
H -5.24517 -0.46582 -2.24527 0.47
H -4.83380 -0.65767 -0.58161 0.09
H -3.59360 -0.09851 -1.72766 -0.50
H -6.72445 2.80768 -1.12143 0.14
H -7.02977 1.37284 -0.26817 0.35
H -7.10392 1.36430 -2.12535 0.42
C -3.51255 1.95052 5.88172 -0.05
C -4.89600 1.57805 6.40596 0.45
O -5.03002 1.41233 7.59358 -0.61
C -6.00879 1.49445 5.39903 -0.59
H -3.06548 2.75454 6.46634 0.52
H -3.52708 2.39911 4.88842 -0.04
H -2.91792 1.03770 5.84599 -0.29
H -6.96993 1.36590 5.89680 0.39
H -5.63027 0.76514 4.68283 0.00
H -5.99731 2.50072 4.98025 0.11
C -5.36117 4.04257 2.36508 0.49
C -6.84056 4.25577 2.36251 0.58
O -7.31286 5.35021 2.60190 -0.61
C -7.72766 3.01094 2.12450 -0.88
H -5.08046 3.64493 3.34036 -0.12
H -4.80454 4.95965 2.17214 0.12
H -5.17109 3.26859 1.62149 -0.28
H -7.37603 2.10143 2.61158 0.20
H -7.82554 2.78750 1.06214 0.04
H -8.70153 3.30794 2.51367 0.41
```

The calculation puts the lowest unoccupied orbital energy at 0.11 eV. As for the total charge: 0. The spin multiplicity is 1. Its calculated total energy is -4635.4509 Eh. As for the gap between HOMO and LUMO: 9.40 eV. Its relative energy (zero: lowest compared OMol25 entry of this formula, charge and spin) is 0.000 eV. The value obtained for the highest occupied orbital energy is -9.29 eV. The value obtained for the maximum force is 3.7 eV Å⁻¹.